Record 1
The following is a quantum chemistry calculation of a structure of composition C3H3CsLiO3, from OMol25.

The value obtained for the relative energy (zero: lowest compared OMol25 entry of this formula, charge and spin) is 4.435 eV. The calculation puts the energy at -369.05825 Eh. As for the net charge: +1. The lowest unoccupied orbital energy (alpha / beta) is -0.1609 / -0.1609 Eh.

```
11
Properties=species:S:1:pos:R:3:nbo_charge:R:1
H 0.38 -1.82 -2.67 0.53
C -0.15 -0.53 -1.83 0.28
C 0.00 -0.18 -0.40 -0.32
O -0.49 1.14 -0.22 -0.57
C -0.35 1.74 0.99 0.33
O 0.17 1.04 1.89 -0.79
O -0.47 -1.77 -2.00 -0.78
Cs -0.42 4.66 4.88 0.99
H 1.07 -0.27 -0.14 0.22
H -0.53 -0.87 0.28 0.17
Li 0.78 -3.16 -0.79 0.94
```



Record 2
The following is a quantum chemistry calculation of a structure of composition C3H3CuO3, from OMol25.

The value obtained for the relative energy (zero: lowest compared OMol25 entry of this formula, charge and spin) is 2.821 eV. The calculation puts the energy at -1982.06547 Eh. The lowest unoccupied orbital energy (alpha / beta) is -0.0494 / -0.0548 Eh.

```
10
Properties=species:S:1:pos:R:3:nbo_charge:R:1
H -0.58 1.91 -1.08 -0.10
C -1.97 0.26 0.47 -0.47
C -0.89 0.24 -0.12 0.25
O 0.21 -0.46 -0.40 -0.53
C 1.42 -0.07 0.11 0.99
O 1.56 0.65 1.05 -0.58
O 2.34 -0.64 -0.63 -0.65
H -2.95 0.74 0.46 0.25
H 3.22 -0.38 -0.33 0.51
Cu -2.35 -2.24 0.48 0.34
```



Record 3
The following is a quantum chemistry calculation of a structure of composition C3H3DyO2, from OMol25.

The value obtained for the relative energy (zero: lowest compared OMol25 entry of this formula, charge and spin) is 3.324 eV. The calculation puts the energy at -1151.18542 Eh. As for the net charge: +1. As for the spin multiplicity: 7. The lowest unoccupied orbital energy (alpha / beta) is -0.1968 / -0.2603 Eh.

```
9
Properties=species:S:1:pos:R:3:lowdin_spin:R:1
C 0.38 -1.31 1.41 0.61
C 1.46 -0.27 1.41 0.14
H 1.46 0.36 2.32 0.03
H 0.39 -1.91 2.33 0.04
H 2.49 -0.65 1.29 0.03
O -0.65 1.60 -0.35 0.16
C 0.19 1.63 0.57 0.40
O 1.17 0.60 0.28 0.16
Dy -0.61 -0.76 -0.89 4.42
```



Record 4
The following is a quantum chemistry calculation of a structure of composition C3H3ErFO4, from OMol25.

The calculation puts the energy at -1529.57182 Eh. As for the net charge: +4. As for the spin multiplicity: 5. The lowest unoccupied orbital energy (alpha / beta) is -0.7073 / -0.8038 Eh.

```
12
Properties=species:S:1:pos:R:3:nbo_charge:R:1
C -1.66 -0.91 0.41 0.49
C -1.00 0.40 0.21 -0.23
O 0.39 0.23 0.13 -0.40
O -2.89 -1.09 0.52 0.11
H -1.11 -1.86 0.50 0.30
H -1.29 1.09 1.03 0.35
H -1.36 0.85 -0.73 0.33
F -3.59 0.10 0.41 0.03
C 1.27 0.31 -1.11 1.03
O 2.45 0.07 -1.19 -0.21
Er 5.52 0.96 -0.13 2.69
O 3.27 -0.14 -0.06 -0.49
```



Record 5
The following is a quantum chemistry calculation of a structure of composition C3H3ErO2, from OMol25.

The value obtained for the relative energy (zero: lowest compared OMol25 entry of this formula, charge and spin) is 0.000 eV. The calculation puts the energy at -1281.18142 Eh. As for the net charge: +1. As for the spin multiplicity: 5. The lowest unoccupied orbital energy (alpha / beta) is -0.1642 / -0.2475 Eh.

```
9
Properties=species:S:1:pos:R:3:nbo_charge:R:1
O -0.74 0.23 -1.37 -0.74
Er -1.65 -1.06 -3.15 0.99
O 1.95 -1.49 -0.13 -0.30
C 1.09 -0.67 -0.22 0.69
C -0.22 -0.31 -0.28 0.26
C -0.06 0.64 1.05 -0.70
H 0.25 1.65 0.78 0.26
H 0.48 0.26 1.93 0.27
H -1.10 0.74 1.40 0.26
```



Record 6
The following is a quantum chemistry calculation of a structure of composition C3H3EuLiO3, from OMol25.

The value obtained for the relative energy (zero: lowest compared OMol25 entry of this formula, charge and spin) is 1.844 eV. The calculation puts the energy at -1059.20462 Eh. As for the net charge: +1. As for the spin multiplicity: 9. The lowest unoccupied orbital energy (alpha / beta) is -0.1315 / -0.1539 Eh.

```
11
Properties=species:S:1:pos:R:3:nbo_charge:R:1
O 0.88 -1.09 0.28 -0.78
Eu 3.27 0.37 -0.32 0.94
C -0.80 -1.49 0.05 0.37
C 0.21 0.10 0.11 0.03
O -1.36 -0.95 -0.98 -0.51
C -0.61 0.30 -1.16 -0.14
H -0.06 0.24 -2.10 0.21
H -1.29 1.15 -1.13 0.24
H 0.39 1.48 1.51 0.49
Li -0.42 -0.85 2.42 0.95
O -0.21 0.74 1.31 -0.81
```